Entry from OMol25: a 20-piece molecular cluster, C74H152F4N2O18 overall (ωB97M-V/def2-TZVPD).

Summary:
Total energy ... -4773.786983 Ha
LUMO ... 0.5 eV

ORCA input file:
```
! RIJCOSX wB97M-V def2-TZVPD def2/J DEFGRID3
* xyz 0 1
C 14.303 15.524 16.842
C 15.279 16.666 16.899
N 14.743 17.894 17.625
C 13.489 18.441 16.966
C 14.375 17.474 19.080
C 13.967 18.599 19.997
C 15.685 19.099 17.675
C 16.587 19.350 16.518
O 15.753 19.995 15.521
C 16.460 20.556 14.468
H 14.450 14.951 17.771
H 14.646 14.874 16.014
H 13.252 15.574 16.732
H 15.614 16.992 15.903
H 16.202 16.385 17.450
H 13.844 18.893 16.072
H 12.922 19.094 17.648
H 12.882 17.568 16.640
H 15.285 16.920 19.507
H 13.605 16.768 18.824
H 13.255 19.258 19.596
H 14.804 19.315 20.269
H 13.576 18.203 20.915
H 16.272 18.990 18.502
H 15.083 19.962 17.834
H 16.997 18.361 16.138
H 17.409 20.016 16.860
H 16.908 19.751 13.821
H 17.199 21.269 14.815
H 15.714 21.093 13.853
N 18.538 17.342 19.030
O 18.540 16.492 19.940
O 18.347 18.522 19.346
O 18.525 17.052 17.820
C 12.188 20.651 14.519
C 12.603 21.908 15.312
C 11.601 23.006 14.967
O 12.600 21.631 16.699
H 11.486 20.054 15.158
H 13.047 20.036 14.245
H 11.870 20.971 13.504
H 13.619 22.219 14.965
H 10.606 22.663 15.028
H 11.687 23.319 13.949
H 11.643 23.919 15.531
H 13.131 22.222 17.255
C 13.631 21.104 11.477
C 14.525 21.237 10.231
C 14.509 19.961 9.346
O 14.092 22.306 9.388
H 13.931 20.319 12.116
H 12.591 21.029 11.065
H 13.550 22.037 12.086
H 15.589 21.439 10.618
H 13.653 19.952 8.648
H 14.490 19.013 9.906
H 15.426 19.940 8.676
H 14.303 23.110 9.951
C 20.304 19.163 22.462
C 19.045 18.352 22.858
C 18.800 18.314 24.344
O 17.856 18.931 22.294
H 20.472 19.046 21.399
H 21.123 18.756 23.027
H 20.111 20.248 22.757
H 19.121 17.324 22.396
H 18.087 17.557 24.594
H 18.433 19.289 24.646
H 19.685 18.151 24.956
H 17.892 18.745 21.324
C 14.664 10.311 14.938
C 14.985 11.777 15.320
C 16.389 12.229 14.978
O 14.118 12.637 14.494
H 15.077 10.129 13.964
H 13.584 10.321 14.890
H 14.994 9.550 15.650
H 14.718 11.902 16.353
H 16.657 13.021 15.651
H 16.443 12.552 13.947
H 17.157 11.438 15.152
H 13.182 12.586 14.802
C 20.056 21.782 19.272
C 18.764 21.746 20.101
C 18.368 23.080 20.697
O 17.672 21.288 19.326
H 20.236 20.826 18.743
H 20.938 22.043 19.841
H 20.003 22.578 18.535
H 18.825 21.102 20.976
H 18.297 23.802 19.856
H 18.954 23.461 21.532
H 17.334 22.995 21.024
H 17.858 20.401 18.965
C 16.918 12.097 18.813
C 18.065 13.127 18.797
C 19.296 12.643 18.038
O 17.524 14.248 18.105
H 16.482 11.862 17.778
H 16.197 12.441 19.585
H 17.363 11.087 18.969
H 18.409 13.340 19.832
H 19.968 13.469 17.976
H 18.997 12.362 16.989
H 19.781 11.752 18.390
H 18.039 15.077 18.209
C 9.701 19.455 22.366
C 10.861 18.615 21.959
C 10.876 17.265 22.540
O 10.929 18.523 20.508
H 9.651 19.484 23.453
H 8.858 18.963 21.931
H 9.796 20.502 21.970
H 11.754 19.133 22.248
H 10.832 17.302 23.643
H 11.820 16.756 22.276
H 10.030 16.586 22.127
H 11.010 19.418 20.118
C 15.791 26.309 11.574
C 15.623 24.836 11.190
C 16.160 23.968 12.299
O 14.242 24.481 11.016
H 15.072 26.497 12.366
H 15.473 26.909 10.709
H 16.852 26.571 11.851
H 16.159 24.546 10.298
H 17.234 24.195 12.497
H 16.025 22.959 12.083
H 15.617 24.199 13.185
H 13.748 25.146 10.490
C 19.100 23.273 15.826
C 18.158 24.073 16.768
C 17.563 25.301 16.189
O 17.031 23.187 17.079
H 18.580 23.006 14.923
H 19.409 22.308 16.243
H 19.972 23.910 15.645
H 18.724 24.337 17.696
H 17.141 25.050 15.184
H 18.314 26.038 16.132
H 16.750 25.748 16.740
H 17.401 22.463 17.670
C 21.925 18.435 16.549
C 20.884 18.194 15.481
C 20.653 16.699 15.213
O 19.630 18.826 15.827
H 22.962 18.121 16.333
H 21.618 17.874 17.501
H 21.964 19.435 16.897
H 21.291 18.686 14.588
H 20.162 16.138 16.093
H 21.623 16.140 15.060
H 19.999 16.574 14.286
H 19.121 18.273 16.473
C 17.382 15.661 13.932
C 16.971 16.860 13.204
C 16.844 16.742 11.658
O 15.760 17.306 13.875
H 17.507 15.830 14.993
H 18.335 15.213 13.649
H 16.687 14.825 13.800
H 17.699 17.698 13.364
H 16.044 15.957 11.515
H 17.764 16.419 11.223
H 16.445 17.650 11.297
H 15.148 16.742 13.466
C 12.684 24.273 18.942
C 14.055 24.587 18.562
C 15.040 24.926 19.663
O 14.368 23.318 17.930
H 12.743 23.618 19.783
H 12.098 23.700 18.232
H 12.226 25.170 19.299
H 14.030 25.486 17.812
H 16.011 24.708 19.277
H 14.866 24.327 20.545
H 14.913 25.961 20.017
H 15.242 23.239 17.538
C 11.854 14.752 13.224
C 13.096 15.012 12.358
C 12.922 14.521 10.852
O 13.222 16.473 12.358
H 11.348 13.778 12.965
H 11.076 15.470 12.844
H 11.874 14.718 14.322
H 14.043 14.678 12.799
H 12.914 13.452 10.824
H 13.832 14.882 10.296
H 11.973 14.668 10.332
H 12.439 16.704 11.838
C 9.252 22.848 19.579
C 9.577 21.417 19.061
C 9.131 21.343 17.642
O 11.034 21.329 19.139
H 9.646 23.035 20.594
H 8.164 23.088 19.423
H 9.886 23.419 18.921
H 9.269 20.590 19.709
H 9.443 20.450 17.117
H 9.544 22.252 17.132
H 8.029 21.425 17.694
H 11.434 21.382 18.276
F 12.739 15.384 24.537
C 13.646 15.130 23.572
C 14.634 16.070 23.312
C 15.488 15.885 22.223
C 15.354 14.766 21.375
C 14.411 13.788 21.755
C 13.661 13.945 22.887
H 14.776 16.935 23.985
H 16.378 16.516 22.054
H 16.095 14.660 20.562
H 14.379 12.853 21.268
H 12.935 13.151 23.148
F 8.959 15.465 17.218
C 10.039 14.738 17.617
C 10.261 13.478 16.980
C 11.304 12.635 17.347
C 12.148 13.082 18.350
C 11.927 14.258 18.966
C 10.894 15.118 18.624
H 9.635 13.097 16.174
H 11.353 11.622 16.855
H 13.021 12.417 18.531
H 12.547 14.477 19.817
H 10.801 16.055 19.131
F 21.975 23.309 13.847
C 21.123 22.657 13.026
C 20.520 21.462 13.437
C 19.758 20.712 12.585
C 19.621 21.117 11.242
C 20.193 22.324 10.855
C 20.940 23.164 11.778
H 20.726 21.198 14.527
H 19.319 19.767 12.912
H 19.123 20.536 10.483
H 20.063 22.693 9.815
H 21.523 24.004 11.429
F 15.171 19.115 24.997
C 14.584 20.127 24.366
C 13.448 20.666 24.956
C 12.647 21.485 24.149
C 12.997 21.870 22.897
C 14.205 21.374 22.386
C 14.952 20.462 22.995
H 13.141 20.386 25.983
H 11.683 21.854 24.474
H 12.222 22.467 22.369
H 14.432 21.703 21.351
H 15.837 19.924 22.612
*
```

These are the Mulliken partial charges, in e, on atoms 1 to 4: number 1, C, carries -1.040; number 2, C, carries 1.826; number 3, N, carries 1.232; number 4, C, carries -0.142